(1)
112
Properties=species:S:1:pos:R:3:forces:R:3 method="wB97M-V/def2-TZVPD" gap_ev=7.286 molar_mass_g_mol=1025.2 de_lowest_kj_mol=0.0 total_charge=+3 fmax_ev_per_a=2.54
Pb 17.1846 15.8230 14.0995 -0.6128 0.0875 -0.8313
C 13.6940 17.4057 10.4111 -1.2239 0.8316 -0.8810
C 13.2665 16.0141 10.4995 1.1340 -0.9669 1.7675
C 12.6472 15.3530 9.5290 -1.0187 -1.0681 -1.1432
C 12.2885 13.9671 9.7144 -0.1274 0.0995 -0.7277
N 12.7784 13.2831 10.6923 -0.0667 -0.6444 0.9767
N 13.4343 13.9444 11.6917 -0.5643 -0.3254 -1.5257
B 13.8223 13.1355 12.8740 0.0828 -0.7553 0.7099
N 15.2210 12.5313 12.9334 1.0879 -0.3385 -0.3418
N 14.2336 11.6428 12.6627 -0.6673 1.7534 0.1570
C 14.4084 10.4126 12.3514 0.6777 -0.7521 0.3031
C 15.7729 10.0400 12.3025 0.1672 -1.7414 -0.8052
C 16.8288 10.8484 12.5382 0.3894 -0.1825 0.6675
C 18.2193 10.2231 12.6384 -0.7088 0.7794 0.3610
C 16.5399 12.2490 12.8431 -0.7558 -0.1551 0.3093
S 17.8062 13.3295 13.1217 0.0287 0.2359 -0.0579
C 13.3212 9.4066 12.2120 -0.6761 -0.6732 0.4134
C 13.3403 8.9444 10.7358 -2.0332 -0.0386 1.5214
C 11.9786 10.0353 12.6349 1.0491 0.0834 0.9702
C 13.6439 8.2030 13.1569 1.4493 0.5875 -1.1477
N 12.8760 13.3453 14.0964 -0.0707 0.5554 -0.9967
N 11.6823 13.6147 13.5459 0.3456 -0.3326 -0.1547
C 10.7052 13.9935 14.3143 -1.1145 0.8498 0.0058
C 10.8576 14.0043 15.7023 0.0220 -0.3188 1.5755
C 12.0863 13.7316 16.2764 -0.1004 -0.0977 0.1175
C 12.3469 13.7029 17.7445 0.4279 1.5533 0.8755
C 13.1415 13.4624 15.3829 0.0695 0.3328 0.1721
S 14.8406 13.2798 15.8863 0.2898 -0.6277 0.3181
C 9.3669 14.4203 13.6968 -0.4150 0.0504 -0.8686
C 8.8572 15.7733 14.2094 0.1234 0.5557 0.5364
C 9.4600 14.5995 12.1494 -0.2416 -0.5366 0.0734
C 8.3846 13.3104 14.0756 0.2862 -1.2625 -0.2030
C 13.5830 15.2496 11.7031 0.5791 1.5763 0.3722
S 14.1457 15.9710 13.1802 0.3376 -0.3123 -0.5270
C 11.5004 13.1770 8.6662 -0.5173 0.3087 -0.5782
C 12.5659 12.5371 7.7749 -0.5852 -0.4984 0.2609
C 10.5990 12.0530 9.2255 0.6508 0.4313 0.6357
C 10.5752 14.1138 7.8230 0.5997 -0.6333 -0.6704
H 14.0972 17.6502 9.4370 -0.2392 -0.0018 -0.4019
H 14.4388 17.6515 11.1015 0.9481 0.3391 1.2715
H 12.8001 18.0148 10.5964 0.3435 0.2827 -0.0510
H 12.4242 15.8435 8.5806 -0.0891 -0.1511 0.2821
H 15.9539 8.9810 12.0367 0.0639 0.8029 0.3021
H 18.2153 9.2639 12.1128 0.3727 0.5074 -0.3948
H 18.4123 9.9302 13.6822 -0.1682 0.3813 -0.0693
H 18.9719 10.9796 12.3748 -0.0046 -0.7516 -0.2823
H 13.0053 9.7746 10.1801 -0.1265 1.0663 -1.1278
H 12.5818 8.1654 10.5605 0.5436 -0.0075 0.2169
H 14.3039 8.6550 10.4589 1.4011 -0.6908 -0.7082
H 11.7910 10.9293 12.0840 -0.1387 0.8742 -0.3943
H 11.9862 10.2600 13.7271 0.0581 -0.0229 -0.6634
H 11.1409 9.4052 12.4736 -0.5921 -0.9267 -0.2524
H 14.6150 7.7368 12.8983 -0.4448 0.2318 0.0586
H 12.9291 7.4403 12.9533 -0.8069 -0.4888 0.3238
H 13.7267 8.5057 14.1886 -0.4003 -0.0394 0.4183
H 9.9901 14.1564 16.3754 0.6390 0.1410 -0.6235
H 11.4388 13.7278 18.3486 -0.0566 -0.0237 -0.2796
H 12.9495 14.6172 18.0637 -0.6954 -1.0216 -0.4934
H 12.9338 12.8510 18.0644 0.1114 -0.2752 -0.1687
H 9.5507 16.5643 13.9109 -0.0316 0.0427 0.0659
H 8.6977 15.8771 15.3010 0.1174 -0.3544 -0.4866
H 7.8962 15.9998 13.7243 0.2941 -0.1922 0.1733
H 10.1553 15.4269 11.9378 -0.3824 -0.1840 -0.2040
H 8.4522 14.7647 11.7049 0.6423 0.4069 0.5916
H 9.7888 13.7051 11.6116 0.3565 -0.0077 0.3732
H 8.3921 13.1622 15.1824 -0.3042 -0.0249 -0.8510
H 8.7761 12.3748 13.5784 -0.6461 0.6249 0.6620
H 7.3490 13.4787 13.7148 0.6899 0.0980 0.2851
H 13.2213 11.9694 8.4267 0.1284 -0.4900 -0.0923
H 13.1753 13.3029 7.3409 0.3157 0.3744 -0.7442
H 12.0767 11.8818 7.0276 0.5241 0.4458 0.2463
H 11.1434 11.2674 9.7518 0.1477 0.1562 0.0304
H 10.0797 11.5837 8.4183 -0.2080 -0.2837 -0.7031
H 9.8270 12.4306 9.8799 -0.1712 0.2186 0.3101
H 11.1163 14.8286 7.1642 -0.1632 -0.4791 0.4882
H 9.9365 14.6822 8.4892 -0.4230 0.0447 -0.0625
H 9.9866 13.4559 7.1292 0.3112 0.7611 0.7575
O 19.6263 15.8398 13.9706 0.3305 -0.0657 -0.6676
C 20.4497 16.6612 13.0834 -0.9868 1.8893 0.4735
C 20.1886 18.1550 13.3897 1.1049 -0.0733 -0.1990
C 18.7701 18.5798 13.1570 -1.5821 0.7428 0.2597
C 18.1888 18.0957 11.8865 -0.3149 -0.6320 -2.0619
C 18.3254 18.8227 10.7014 0.1569 0.2693 0.0215
C 17.7828 18.4232 9.5018 -0.6182 -0.5772 0.1669
C 17.1086 17.2175 9.4872 0.2809 -0.4822 0.3045
C 17.0959 16.4563 10.6287 0.1115 -0.0266 1.0127
N 17.5997 16.8832 11.8101 -0.1745 0.0883 0.4727
H 20.1302 15.6484 14.7687 0.1450 -0.0404 0.0553
H 20.2031 16.5311 12.0371 -0.4209 -0.7551 0.0143
H 21.4725 16.4172 13.1874 1.0517 -0.3836 0.3826
H 20.8417 18.7600 12.7297 -0.1914 -0.3893 0.2171
H 20.4501 18.4542 14.4040 0.2561 -0.2807 0.1137
H 18.6413 19.6736 13.1609 0.4602 -0.2491 0.0482
H 18.0647 18.2934 13.9538 0.3548 -0.1536 0.1955
H 18.8830 19.7233 10.6818 0.3924 0.8610 0.3801
H 17.8112 18.9912 8.5873 0.3470 0.3590 0.0521
H 16.6702 16.8136 8.6060 -0.2494 -0.1391 -0.6103
H 16.6817 15.4563 10.6506 -0.1262 -0.0091 -0.0674
N 15.7298 22.7689 16.5453 0.0692 1.3497 -0.0857
C 15.6547 21.6400 16.6613 -0.0346 -1.9228 0.1909
C 15.5889 20.1907 16.7119 -0.5992 0.1665 -0.9200
C 16.2559 19.4473 17.6603 0.6781 1.7533 1.1946
C 16.2083 18.0813 17.6929 -0.0194 -0.2602 -0.7919
C 15.4993 17.4187 16.7039 -0.1841 0.0303 -0.1085
C 14.7582 18.1510 15.7482 1.3008 -0.5468 1.2962
C 14.8218 19.5119 15.7572 -1.3912 0.8174 -0.4309
C 15.4405 15.9924 16.6613 -0.7800 -0.6127 0.0175
C 15.2116 14.8119 16.4963 -0.1743 0.5827 -0.4304
H 16.7705 20.0486 18.4194 0.0497 -0.6339 -0.1643
H 16.7474 17.5095 18.4031 0.3654 -0.2656 0.7555
H 14.1463 17.6303 15.0731 -0.7509 -0.4237 -0.7910
H 14.0829 20.0048 15.1019 0.9285 0.2194 0.2619

---

(2)
83
Properties=species:S:1:pos:R:3:forces:R:3 method="wB97M-V/def2-TZVPD" gap_ev=5.253 molar_mass_g_mol=658.5 de_lowest_kj_mol=235.4 total_charge=-1 fmax_ev_per_a=0.52
Ga -0.3230 0.0017 -1.2103 0.4041 -0.2491 0.2092
O -2.9697 3.9678 -0.4546 -0.1667 0.3254 0.2063
C -2.3661 4.0606 0.7349 -0.1254 0.0398 -0.0681
C -2.6319 5.1866 1.5186 0.0072 -0.0074 0.0101
C -2.0471 5.3255 2.7603 -0.0046 0.0127 -0.0121
C -1.1827 4.3504 3.2513 -0.0035 -0.0083 -0.0113
C -0.9130 3.2346 2.4810 0.0078 -0.0039 -0.0310
C -1.4937 3.0662 1.2197 0.0481 -0.0304 0.0709
C -1.2267 1.9025 0.3540 0.0278 -0.2590 -0.0165
O -1.7093 1.8607 -0.8393 -0.0905 0.0228 0.1038
N -0.5346 0.8186 0.6047 -0.0958 0.4737 -0.1235
N 0.3275 -1.4403 0.6507 -0.0777 0.0615 0.1084
C -0.0451 -2.6439 0.7980 -0.0164 -0.0183 -0.0957
C -0.8164 -3.3452 -0.2169 0.0226 0.0135 0.0794
C -0.9160 -4.7395 -0.1172 -0.0118 -0.0345 -0.0046
C -1.6786 -5.4809 -0.9911 0.0246 0.0347 0.0294
C -2.3931 -4.8020 -1.9851 -0.0134 0.0101 -0.0286
C -2.3425 -3.4319 -2.0921 -0.0019 -0.0362 -0.0044
C -1.5524 -2.6530 -1.2164 0.1102 0.0486 -0.0955
O -1.5891 -1.3569 -1.3572 -0.3184 -0.0089 0.0096
H -2.6616 3.1083 -0.8506 0.1423 -0.1315 -0.1678
H -3.3071 5.9331 1.1207 0.0071 -0.0047 0.0069
H -2.2655 6.2051 3.3547 0.0057 -0.0071 0.0012
H -0.7214 4.4630 4.2236 -0.0026 -0.0013 -0.0046
H -0.2360 2.4787 2.8469 0.0188 -0.0254 0.0042
H 0.1642 -3.2000 1.7206 0.0151 -0.0006 0.0213
H -0.3666 -5.2334 0.6789 -0.0015 -0.0032 -0.0051
H -1.7323 -6.5581 -0.9048 0.0002 0.0048 -0.0032
H -3.0032 -5.3627 -2.6847 0.0021 0.0040 0.0085
H -2.8917 -2.8952 -2.8565 0.0097 -0.0073 0.0083
C -2.2082 2.7041 -4.0507 0.0207 -0.0030 -0.0469
N -1.5546 1.7853 -4.9545 0.0498 -0.0034 0.0823
C -0.1494 2.0200 -5.2738 -0.0733 -0.0011 -0.0127
C 0.3237 0.6703 -5.8268 -0.0420 -0.0220 -0.0305
N -0.8612 -0.1716 -5.6821 -0.0188 0.0482 0.0143
C -1.8634 0.4745 -5.0214 -0.0087 0.0345 0.0502
S -3.2402 -0.2640 -4.4351 -0.0274 -0.0203 -0.1073
H -2.2155 3.7032 -4.4908 0.0015 0.0060 0.0081
H -1.6730 2.7235 -3.0964 -0.0297 0.0281 -0.0312
H -3.2291 2.3707 -3.8846 0.0017 -0.0084 0.0091
H 0.3815 2.2558 -4.3480 0.0314 -0.0076 0.0083
H -0.0498 2.8313 -5.9998 -0.0153 0.0085 0.0150
H 1.1465 0.2872 -5.2258 0.0232 0.0058 0.0456
H 0.6232 0.7387 -6.8749 -0.0065 -0.0234 -0.0060
H -0.7799 -1.1524 -5.4828 0.0221 -0.0532 -0.0288
C 2.1488 2.0988 -1.0221 0.0473 0.0672 0.0238
C 2.3358 0.9689 -2.0413 -0.0445 0.0765 -0.0198
C 3.0789 1.5570 -3.2555 -0.0213 0.0101 -0.0147
C 3.2695 -0.0900 -1.4230 0.0559 -0.0045 0.0102
C 0.9890 0.3943 -2.4855 0.1841 -0.2412 -0.0289
H 3.0721 2.6768 -0.8969 -0.0128 -0.0202 0.0230
H 1.8669 1.7165 -0.0351 -0.0166 -0.0180 -0.0643
H 1.3596 2.7798 -1.3550 0.0221 -0.0148 -0.0072
H 4.0825 1.9159 -2.9914 -0.0182 -0.0087 0.0038
H 2.5158 2.3946 -3.6742 0.0096 -0.0089 0.0014
H 3.1863 0.7977 -4.0363 -0.0039 0.0089 0.0137
H 4.2204 0.3397 -1.0745 -0.0221 -0.0058 -0.0156
H 3.4992 -0.8652 -2.1601 -0.0159 0.0096 0.0063
H 2.7762 -0.5841 -0.5824 0.0024 0.0156 -0.0023
H 1.1545 -0.5480 -3.0345 -0.0277 0.0643 -0.1221
C 0.9599 -3.1385 6.9555 0.0113 0.0002 0.0152
C 0.9477 -2.4769 5.6033 -0.0100 -0.0040 -0.0099
C 2.0960 -2.3911 4.8327 0.0035 0.0083 -0.0012
C 2.0874 -1.7868 3.5777 -0.0036 -0.0069 0.0066
C 3.3657 -1.7560 2.7749 0.0150 -0.0012 -0.0061
C 0.8976 -1.2426 3.0869 -0.0048 -0.0611 -0.0160
C 0.8973 -0.6428 1.7034 -0.0114 0.0668 0.0110
O 0.1898 0.6259 1.7757 -0.0168 -0.1243 0.0409
C -0.2841 -1.3375 3.8399 0.0135 0.0018 -0.0161
C -1.6129 -0.8147 3.3525 -0.0051 -0.0154 -0.0120
C -0.2303 -1.9521 5.0851 -0.0229 0.0245 0.0200
H 1.9729 -3.4108 7.2524 -0.0087 0.0011 -0.0083
H 0.3545 -4.0477 6.9532 0.0043 0.0114 -0.0058
H 0.5499 -2.4765 7.7207 0.0022 -0.0054 -0.0120
H 3.0252 -2.8065 5.2101 -0.0139 0.0023 -0.0020
H 4.1559 -2.2836 3.3083 -0.0013 0.0036 -0.0036
H 3.7085 -0.7351 2.5933 -0.0070 -0.0076 0.0122
H 3.2463 -2.2305 1.7982 -0.0098 0.0034 0.0174
H 1.9138 -0.3917 1.3987 0.0332 -0.0226 -0.0249
H -1.6508 0.2738 3.3966 0.0047 -0.0066 0.0289
H -2.4150 -1.2157 3.9725 -0.0057 -0.0056 -0.0067
H -1.8117 -1.0858 2.3153 0.0187 0.0047 0.0017
H -1.1449 -2.0267 5.6667 0.0243 -0.0007 -0.0115

---

(3)
52
Properties=species:S:1:pos:R:3:forces:R:3 method="wB97M-V/def2-TZVPD" spin_multiplicity=4 gap_ev="6.218 / 7.612" molar_mass_g_mol=550.4 s_squared=3.757 de_lowest_kj_mol=0.0 total_charge=-1 fmax_ev_per_a=1.71
V -0.2108 0.1823 -0.1323 0.4108 0.3949 -1.1766
C 4.1489 1.4953 0.4363 0.0715 -0.0070 0.0044
C 2.6328 1.4143 0.2949 -0.0810 -0.0977 -0.0418
N 2.0648 0.0705 0.0287 0.3040 -0.2425 0.0306
C 2.7407 -0.5845 -1.1138 -0.1510 0.0478 0.0607
C 2.5715 0.1893 -2.4094 0.0100 -0.0367 -0.0358
C 2.1525 -0.8117 1.2239 -0.1754 0.3431 0.1348
C 1.1604 -0.3639 2.3462 -0.0062 0.3585 -0.2199
N 0.1961 0.5394 1.7402 0.1030 0.0623 1.7107
C -0.2534 1.6675 2.2968 0.3209 -0.2590 -0.1693
C -0.7101 2.6787 1.4161 0.0650 0.0931 -0.2193
F -0.5259 2.4404 0.0662 -0.0994 0.0293 0.3774
C -1.2036 3.8875 1.8212 -0.0013 -0.0038 -0.1649
F -1.5801 4.7887 0.8939 0.0081 -0.0306 0.0614
C -1.2848 4.2095 3.1653 -0.0619 0.1277 0.0860
C -0.8177 3.2574 4.0503 0.0670 -0.0962 0.1885
F -0.8695 3.5111 5.3775 -0.0235 0.0288 -0.0881
C -0.3091 2.0395 3.6527 -0.0414 0.0268 0.1931
F 0.0894 1.1598 4.6041 -0.0237 0.0303 -0.0106
H 4.4143 2.4944 0.7885 0.0118 -0.0276 -0.0208
H 4.6643 1.3289 -0.5116 -0.0177 -0.0057 0.0318
H 4.5365 0.7775 1.1624 -0.0203 0.0332 -0.0155
H 2.3104 2.0723 -0.5138 -0.0186 0.0154 -0.0135
H 2.1628 1.7889 1.2009 -0.0315 -0.0110 0.0350
H 2.2882 -1.5670 -1.2370 -0.0158 0.0504 0.0317
H 3.8031 -0.7387 -0.8865 0.0408 -0.0099 -0.0060
H 1.5246 0.4615 -2.5582 -0.0055 -0.0300 0.0185
H 2.8547 -0.4511 -3.2460 0.0207 0.0376 0.0131
H 3.1846 1.0930 -2.4449 -0.0138 0.0003 0.0106
H 3.1723 -0.8365 1.6236 0.0579 -0.0260 -0.0472
H 1.9009 -1.8123 0.8859 -0.0361 -0.0285 -0.0086
H 1.7015 0.1086 3.1682 0.0728 0.0277 0.0062
H 0.6676 -1.2534 2.7481 0.0506 -0.0413 0.0277
H -1.6935 5.1496 3.5033 0.0153 -0.0310 -0.0086
O -1.1254 0.2788 -2.0787 -0.3264 0.0114 -0.0515
S -2.4682 0.0921 -1.4890 -0.2507 0.0239 -0.1568
O -3.4981 0.9190 -2.0480 -0.0802 0.0192 -0.0365
O -2.3301 0.1867 -0.0161 -0.1809 0.0538 -0.3590
C -2.9514 -1.5980 -1.8405 0.1685 -0.3227 -0.1001
C -4.2817 -1.7575 -2.2105 0.1425 -0.0203 0.0403
C -4.7799 -3.0106 -2.5282 -0.0740 -0.0735 -0.0313
C -3.9495 -4.1168 -2.4831 -0.0677 -0.0670 -0.0196
C -2.6224 -3.9760 -2.1076 0.0043 0.1937 0.0522
C -2.1070 -2.7261 -1.7842 -0.2573 0.1674 0.0161
S -0.3635 -2.7070 -1.3513 0.0948 0.1982 0.2522
O 0.3265 -2.1450 -2.4873 0.0625 0.0249 -0.0101
O -0.0057 -4.0664 -1.0279 -0.1665 -0.0935 0.0844
O -0.3048 -1.8378 -0.1337 0.0969 -0.8501 -0.4592
H -4.9091 -0.8785 -2.2541 0.0029 -0.0202 -0.0149
H -5.8190 -3.1186 -2.8171 0.0338 0.0091 0.0113
H -4.3351 -5.0970 -2.7379 0.0156 0.0160 0.0142
H -1.9597 -4.8282 -2.0467 -0.0241 0.0074 -0.0076

---

(4)
12
Properties=species:S:1:pos:R:3:forces:R:3 method="wB97M-V/def2-TZVPD" spin_multiplicity=2 gap_ev="2.742 / 8.557" molar_mass_g_mol=76.2 s_squared=0.751 de_lowest_kj_mol=259.5 total_charge=-1 fmax_ev_per_a=3.96
C 0.2810 -0.7374 -2.2912 0.5074 -2.1725 0.2202
S -0.9187 0.5638 -1.5528 1.0560 -0.3996 -0.4698
H 1.3219 -0.6560 -1.8923 -0.7959 0.3699 0.1076
H 0.4229 -0.8018 -3.3927 -0.5316 0.7625 0.2400
H -0.0476 -1.8236 -2.0343 0.1913 1.6600 -0.0017
H -1.9409 -0.1184 -2.0590 -0.4720 -0.2140 -0.1965
C -0.3614 0.7213 2.7076 0.9008 1.4346 -3.5819
C 0.5718 0.5072 1.7272 0.8698 -1.7631 1.3475
H -0.2343 0.3149 3.6599 -0.0687 -0.9823 1.2437
H -1.2178 1.4222 2.5429 0.9572 -0.5719 0.1808
H 1.3848 -0.3447 1.8518 -1.6017 1.8645 0.2509
H 0.7383 0.9526 0.7328 -1.0125 0.0120 0.6592